The molecule H3OPS in a non-equilibrium geometry. Source: the Open Molecules 2025 dataset; level of theory: wB97M-V/def2-TZVPD.

Output
HOMO-LUMO gap = 9.38 eV
Relative energy (zero: lowest compared OMol25 entry of this formula, charge and spin) = 17.7 kJ/mol
SMILES = O[PH2]=S
DFT total energy = -816.5756 a.u.
E_HOMO = -8.81 eV

Each atom is followed by the atoms it is bonded to, with distances in Å.
Geometry (Å):
1 O -0.789 0.858 0.167  P2 1.576, H4 0.985
2 P 0.027 -0.487 0.083  O1 1.576, S3 1.973, H5 1.332, H6 1.353
3 S 1.914 0.092 0.072  P2 1.973
4 H -0.492 1.604 -0.404  O1 0.985
5 H -0.177 -1.017 -1.121  P2 1.332
6 H -0.483 -1.049 1.203  P2 1.353